Density functional theory data (the ωB97M-V functional and the def2-TZVPD basis) for a structure of composition C11H30Cl2OP3Pb.

XYZ file:
```
48
C11H30Cl2OP3Pb | the OMol25 dataset | the ωB97M-V functional and the def2-TZVPD basis
C 5.282 -3.507 -1.555
C 4.007 -3.049 -0.942
H 5.102 -3.730 -2.604
H 5.645 -4.413 -1.059
H 6.042 -2.723 -1.487
O 2.918 -2.916 -1.458
Cl 4.219 -2.667 0.776
Pb 0.118 -0.114 -0.182
P -1.014 -2.186 0.988
C -2.536 -2.588 0.105
C 0.268 -3.421 0.715
H -0.178 -4.292 1.198
H -1.608 -2.897 3.051
H 1.203 -3.093 1.186
H -0.353 -1.586 3.203
H -2.314 -2.721 -0.964
H 0.437 -3.556 -0.361
C -1.290 -1.903 2.732
H -2.801 -3.526 0.598
H -2.072 -1.153 2.888
H -3.287 -1.800 0.262
P 1.199 2.256 -0.647
C 0.272 3.063 -1.967
C 1.271 3.252 0.837
H 3.323 1.173 -0.371
H 3.300 2.700 -1.376
H 2.748 1.115 -2.088
C 2.837 1.731 -1.182
H 1.768 2.685 1.633
H 1.869 4.096 0.486
H 0.910 3.933 -2.139
H -0.736 3.340 -1.622
H 0.261 3.557 1.141
H 0.226 2.397 -2.842
Cl 1.856 -0.226 1.819
C -3.049 3.279 0.114
P -2.204 1.660 0.149
C -3.006 0.972 1.641
C -2.795 0.996 -1.465
H -2.751 3.789 1.050
H -4.124 3.007 0.115
H -2.734 3.812 -0.804
H -3.961 1.509 1.786
H -3.152 -0.118 1.602
H -2.360 1.213 2.509
H -3.856 1.281 -1.593
H -2.220 1.474 -2.289
H -2.681 -0.102 -1.588
```

The calculation puts the relative energy (zero: lowest compared OMol25 entry of this formula, charge and spin) at 42.0 kcal/mol. Its spin multiplicity is 1. For the gap between HOMO and LUMO, the calculation gives 5.0 eV. The total charge is +3. The value obtained for the LUMO energy is -0.480 Ha.

From a Löwdin analysis of the wavefunction, the atomic charges in e read: -0.062 -0.821 0.098 0.107 0.102 -0.015 0.655 0.918 0.722 -0.188 -0.204 0.092 0.100 0.035 0.061 0.086 0.076 -0.174 0.091 0.048 0.059 0.694 -0.191 -0.177 0.058 0.086 0.085 -0.207 0.056 0.098 0.091 0.033 0.069 0.087 -0.050 -0.222 0.696 -0.261 -0.273 0.075 0.084 0.061 0.074 0.010 0.073 0.080 0.056 0.028

Density functional theory data (the ωB97M-V functional and the def2-TZVPD basis) for a cluster of 2 separate species, C7H18N3 in total.

XYZ file:
```
28
C7H18N3 | the OMol25 dataset | the ωB97M-V functional and the def2-TZVPD basis
C -2.018 0.945 -0.763
C 0.375 0.933 2.390
C 3.257 1.399 -1.305
C -3.193 -1.579 -0.718
C -0.968 -2.250 0.281
C 1.879 1.042 -0.702
C 2.032 0.608 0.767
N -1.399 -0.063 -0.287
N 0.690 0.483 1.250
N -1.902 -1.305 -0.115
H -1.327 1.811 -0.903
H -3.003 0.804 -1.139
H 1.034 1.406 3.143
H -0.657 0.827 2.688
H 3.593 2.406 -0.831
H 3.897 0.503 -1.126
H 3.104 1.631 -2.459
H -3.933 -0.912 -0.107
H -3.139 -1.437 -1.830
H -3.537 -2.632 -0.302
H -1.452 -2.951 1.019
H -0.578 -2.841 -0.582
H -0.102 -1.749 0.987
H 1.419 0.142 -1.309
H 1.110 1.871 -0.662
H 2.631 -0.324 0.794
H 2.697 1.213 1.418
H -0.511 0.019 0.406
```

The calculation puts the relative energy (zero: lowest compared OMol25 entry of this formula, charge and spin) at 116.3 kcal/mol. Its spin multiplicity is 1. For the gap between HOMO and LUMO, the calculation gives 9.7 eV. The total charge is +1. The value obtained for the LUMO energy is -0.119 Ha.

From a natural (NBO) analysis of the wavefunction, the atomic charges in e read: -0.107 0.028 -0.624 -0.470 -0.435 -0.391 -0.271 -0.243 -0.461 -0.229 0.236 0.224 0.195 0.180 0.226 0.222 0.232 0.229 0.232 0.263 0.230 0.214 0.237 0.200 0.192 0.222 0.207 0.460

Density functional theory data (the ωB97M-V functional and the def2-TZVPD basis) for the molecule C3H7ClN2O.

XYZ file:
```
14
C3H7ClN2O | the OMol25 dataset | the ωB97M-V functional and the def2-TZVPD basis
N 0.240 -0.273 -1.831
C -0.462 -0.365 -0.563
N -1.532 0.546 -0.415
Cl -1.214 -1.968 -0.306
C 0.517 -0.341 0.579
C 0.951 0.771 1.370
O -0.058 -0.094 1.780
H 1.123 -0.585 -1.571
H -0.261 -0.886 -2.552
H -1.213 1.502 -0.676
H -1.843 0.430 0.590
H 1.211 -1.179 0.478
H 1.886 0.561 1.764
H 0.654 1.881 1.354
```

The SMILES is NC(N)(Cl)[C@H]1CO1. The calculation puts the relative energy (zero: lowest compared OMol25 entry of this formula, charge and spin) at 29.7 kcal/mol. Its spin multiplicity is 1. For the gap between HOMO and LUMO, the calculation gives 10.7 eV. The value obtained for the LUMO energy is 0.032 Ha.

From a natural (NBO) analysis of the wavefunction, the atomic charges in e read: -0.817 0.271 -0.849 -0.103 0.008 -0.110 -0.476 0.359 0.391 0.380 0.391 0.181 0.179 0.196

Density functional theory data (the ωB97M-V functional and the def2-TZVPD basis) for a structure of composition C25H48BrClO2P2Pr.

XYZ file:
```
80
C25H48BrClO2P2Pr | the OMol25 dataset | the ωB97M-V functional and the def2-TZVPD basis
Pr 0.212 0.110 -0.341
Cl 0.010 0.149 -3.040
P -0.334 -2.661 -1.176
C 0.706 -3.418 -2.520
C -0.072 -3.673 0.370
C -2.100 -2.757 -1.708
C 2.057 -2.690 -2.603
H 0.130 -3.179 -3.436
C 0.879 -4.938 -2.463
H 1.580 -5.246 -1.677
H 1.308 -5.257 -3.426
H -0.069 -5.472 -2.328
H 1.923 -1.669 -2.985
H 2.722 -3.244 -3.280
H 2.550 -2.621 -1.625
H -2.054 -2.168 -2.645
C -3.093 -2.045 -0.768
C -2.553 -4.175 -2.058
H -2.043 -4.550 -2.953
H -3.631 -4.149 -2.270
H -2.394 -4.885 -1.233
H -2.625 -1.351 -0.056
H -3.689 -2.766 -0.192
H -3.783 -1.448 -1.387
C 1.345 -3.405 0.902
H -0.170 -4.723 0.039
C -1.143 -3.358 1.417
H 2.127 -3.745 0.209
H 1.468 -3.916 1.868
H 1.502 -2.329 1.093
H -1.184 -2.273 1.635
H -0.882 -3.860 2.359
H -2.139 -3.693 1.103
H 1.999 -0.667 -0.424
H -1.698 0.666 -0.395
P 0.394 2.920 -1.161
C -0.804 3.678 -2.346
C 0.300 3.868 0.432
C 2.099 2.971 -1.852
C -2.141 2.923 -2.297
H -0.332 3.482 -3.328
C -0.984 5.190 -2.198
H -1.596 5.450 -1.326
H -1.517 5.547 -3.093
H -0.031 5.729 -2.139
H -2.029 1.911 -2.708
H -2.882 3.478 -2.889
H -2.522 2.820 -1.273
H 1.953 2.414 -2.798
C 3.163 2.204 -1.033
C 2.520 4.401 -2.184
H 1.905 4.818 -2.991
H 3.563 4.379 -2.527
H 2.466 5.070 -1.314
H 2.775 1.637 -0.170
H 3.931 2.893 -0.656
H 3.653 1.471 -1.694
C -1.038 3.498 1.096
H 0.304 4.935 0.140
C 1.515 3.564 1.309
H -1.891 3.932 0.556
H -1.039 3.848 2.137
H -1.182 2.403 1.144
H 1.581 2.484 1.544
H 1.407 4.086 2.266
H 2.449 3.887 0.834
Br 0.102 2.554 4.460
C -0.162 0.727 4.895
C -0.628 0.395 6.169
C -0.769 -0.957 6.522
C -0.377 -1.975 5.654
C 0.129 -1.654 4.394
C 0.141 -0.308 3.992
C 0.242 -0.008 2.534
O 1.344 0.222 1.950
O -0.877 -0.028 1.907
H -0.872 1.193 6.866
H -1.140 -1.195 7.515
H -0.463 -3.030 5.949
H 0.483 -2.421 3.704
```

The expectation value of S² is 2.0083. Its spin multiplicity is 3. For the gap between HOMO and LUMO (spin up / spin down), the calculation gives 5.5 / 5.3 eV. The total charge is -1. The value obtained for the LUMO energy (spin up / spin down) is 0.094 / 0.094 Ha.

From a Löwdin analysis of the wavefunction, the atomic charges in e read: 0.156 0.006 0.972 -0.533 -0.529 -0.540 -0.166 0.106 -0.133 0.071 0.074 0.052 0.013 0.069 0.034 0.092 -0.134 -0.132 0.062 0.072 0.070 0.018 0.066 0.083 -0.120 0.092 -0.108 0.065 0.072 0.038 0.064 0.072 0.064 -0.121 -0.111 0.963 -0.535 -0.526 -0.543 -0.157 0.108 -0.134 0.071 0.074 0.055 0.020 0.070 0.044 0.085 -0.119 -0.133 0.064 0.071 0.071 0.032 0.073 0.083 -0.126 0.092 -0.126 0.066 0.034 0.041 0.057 0.049 0.063 0.845 -0.588 -0.130 -0.098 -0.084 -0.010 -0.149 -0.645 -0.121 -0.153 0.092 0.094 0.105 0.104

Density functional theory data (the ωB97M-V functional and the def2-TZVPD basis) for the molecule C5H7F.

XYZ file:
```
13
C5H7F | the OMol25 dataset | the ωB97M-V functional and the def2-TZVPD basis
C 2.615 -0.120 -0.178
C 1.491 -0.487 0.043
C 0.186 -1.047 0.327
C -0.856 -0.243 -0.346
C -1.079 1.163 0.145
F -1.988 -1.021 -0.139
H 3.525 0.466 -0.393
H 0.171 -2.032 -0.095
H 0.125 -0.904 1.349
H -0.556 -0.114 -1.468
H -1.705 0.924 0.971
H -0.227 1.783 0.355
H -1.702 1.631 -0.572
```

The SMILES is C#CC[C@H](C)F. The calculation puts the relative energy (zero: lowest compared OMol25 entry of this formula, charge and spin) at 40.9 kcal/mol. Its spin multiplicity is 1. For the gap between HOMO and LUMO, the calculation gives 11.3 eV. The value obtained for the LUMO energy is 0.040 Ha.

From a natural (NBO) analysis of the wavefunction, the atomic charges in e read: -0.252 -0.011 -0.521 0.242 -0.657 -0.367 0.247 0.252 0.238 0.158 0.219 0.235 0.218

Density functional theory data (the ωB97M-V functional and the def2-TZVPD basis) for a structure of composition C24H44AsCl3F6N4O5PTi.

XYZ file:
```
89
C24H44AsCl3F6N4O5PTi | the OMol25 dataset | the ωB97M-V functional and the def2-TZVPD basis
Ti -0.728 0.614 0.749
C -4.175 1.674 1.774
C -3.499 2.871 1.136
N -2.055 2.678 0.876
C -1.606 3.568 -0.218
C -1.714 2.795 -1.503
N -0.984 1.520 -1.394
C -1.235 0.699 -2.614
C -2.306 -0.394 -2.458
C -3.081 -0.435 -1.154
N -2.254 -0.821 0.024
C -3.048 -1.501 1.068
C -2.544 -1.147 2.464
N -2.252 0.304 2.566
C -3.410 1.127 2.969
H -5.180 1.971 2.080
H -4.284 0.881 1.034
H -3.989 3.091 0.188
H -3.628 3.751 1.773
H -1.563 2.957 1.724
H -2.214 4.475 -0.263
H -0.588 3.878 -0.043
H -2.762 2.556 -1.706
H -1.346 3.384 -2.344
H 0.022 1.725 -1.402
H -1.520 1.382 -3.417
H -0.297 0.232 -2.907
H -3.035 -0.308 -3.266
H -1.809 -1.356 -2.555
H -3.561 0.522 -0.935
H -3.874 -1.177 -1.272
H -1.540 -1.483 -0.340
H -4.087 -1.190 0.962
H -3.019 -2.582 0.926
H -3.278 -1.453 3.211
H -1.622 -1.685 2.657
H -1.528 0.423 3.271
H -4.076 0.531 3.597
H -3.042 1.951 3.584
Cl 5.138 -3.110 3.775
C 3.619 -2.364 3.526
C 2.720 -2.937 2.630
C 1.514 -2.330 2.421
Cl 0.317 -3.146 1.551
C 1.213 -1.019 2.998
O 0.286 -0.300 2.635
C 2.107 -0.606 4.088
Cl 1.635 0.687 5.095
C 3.289 -1.233 4.304
H 2.956 -3.862 2.122
H 3.967 -0.879 5.067
C 4.070 0.359 -2.935
C 3.382 1.091 -1.790
C 4.125 0.873 -0.476
C 3.276 2.576 -2.088
O 2.005 0.630 -1.715
P 1.443 -0.892 -1.281
O 2.585 -1.752 -0.850
O 0.527 -0.368 -0.025
O -0.020 -2.223 -1.509
C 0.126 -3.304 -2.425
C 1.090 -4.381 -1.915
C 0.628 -2.792 -3.779
C -1.253 -3.930 -2.611
H 5.107 0.691 -3.030
H 3.551 0.552 -3.877
H 4.066 -0.717 -2.742
H 5.097 1.371 -0.529
H 4.268 -0.189 -0.281
H 3.558 1.307 0.351
H 4.267 2.995 -2.287
H 2.843 3.108 -1.240
H 2.647 2.735 -2.969
H 2.062 -3.936 -1.699
H 1.209 -5.173 -2.662
H 0.703 -4.833 -0.998
H 1.646 -2.404 -3.680
H -0.016 -1.980 -4.135
H 0.631 -3.589 -4.529
H -1.665 -4.206 -1.633
H -1.195 -4.832 -3.228
H -1.944 -3.232 -3.096
F 0.712 2.259 0.932
As 1.353 3.119 2.419
F 2.394 1.769 2.605
F 0.056 2.282 3.220
F 1.872 3.789 3.885
F 0.237 4.389 2.092
F 2.510 3.908 1.453
```

The expectation value of S² is 3.7882. Its spin multiplicity is 4. For the gap between HOMO and LUMO (spin up / spin down), the calculation gives 5.5 / 5.5 eV. The value obtained for the LUMO energy (spin up / spin down) is 0.001 / -0.098 Ha.

From a natural (NBO) analysis of the wavefunction, the atomic charges in e read: 1.729 -0.405 -0.215 -0.703 -0.220 -0.221 -0.710 -0.228 -0.447 -0.193 -0.780 -0.226 -0.221 -0.703 -0.221 0.223 0.206 0.201 0.194 0.409 0.196 0.242 0.188 0.205 0.421 0.186 0.246 0.214 0.267 0.186 0.197 0.471 0.197 0.215 0.194 0.231 0.421 0.194 0.211 0.080 0.047 -0.250 -0.051 0.152 0.491 -0.616 -0.046 0.102 -0.269 0.259 0.252 -0.635 0.270 -0.644 -0.618 -0.867 2.103 -1.166 -1.213 -0.854 0.258 -0.640 -0.635 -0.618 0.203 0.204 0.235 0.202 0.243 0.221 0.208 0.218 0.203 0.248 0.195 0.194 0.221 0.195 0.201 0.199 0.207 0.193 -0.666 2.865 -0.605 -0.615 -0.601 -0.617 -0.596